(1)
A cluster of 2 separate species, C26H44N4O2S2 in total in a non-equilibrium geometry. Source: the OMol25 dataset; level of theory: ωB97M-V/def2-TZVPD.

The calculation puts the highest occupied orbital energy at -0.306 Eh. Its spin multiplicity is 1. Its SMILES is CCN(CC)C(=S)SCCCc1cnc2ccc(CCCCCOC)cc2n1.COC[C@@H](C)N. The value obtained for the total energy is -2182.8196 hartree.

Atoms and positions in Å:
C -2.710 5.751 2.322
C -3.319 4.324 2.633
N -4.108 3.689 1.563
C -5.227 4.501 1.053
C -6.374 4.704 2.155
C -3.335 3.063 0.550
S -1.767 3.376 0.129
S -4.193 1.707 -0.368
C -2.914 0.564 -1.037
C -3.530 -0.418 -2.119
C -2.432 -1.444 -2.712
C -1.038 -1.259 -2.032
C -0.048 -0.318 -2.631
N 1.190 -0.027 -2.148
C 1.396 -0.739 -0.972
C 2.712 -0.510 -0.267
C 3.033 -1.177 0.972
C 2.061 -2.166 1.609
C 2.521 -2.824 2.946
C 1.370 -3.469 3.812
C 0.154 -2.516 4.121
C -1.169 -3.246 4.587
C -1.661 -4.404 3.650
O -2.314 -3.946 2.456
C -2.128 -4.843 1.360
C 0.812 -2.406 0.924
C 0.461 -1.692 -0.359
N -0.788 -1.973 -0.903
H -1.646 5.670 1.956
H -3.330 6.408 1.663
H -2.630 6.293 3.316
H -3.921 4.426 3.585
H -2.466 3.638 2.904
H -4.942 5.474 0.574
H -5.730 3.893 0.239
H -6.027 4.460 3.191
H -7.233 4.001 1.935
H -6.763 5.754 2.115
H -2.100 1.172 -1.514
H -2.490 0.006 -0.152
H -4.367 -1.036 -1.677
H -3.950 0.210 -2.957
H -2.395 -1.333 -3.825
H -2.784 -2.482 -2.445
H -0.350 0.201 -3.584
H 3.465 0.221 -0.679
H 3.996 -0.979 1.507
H 3.084 -2.071 3.572
H 3.259 -3.637 2.660
H 1.100 -4.450 3.340
H 1.832 -3.728 4.815
H -0.117 -1.809 3.296
H 0.477 -1.863 4.992
H -1.118 -3.608 5.652
H -1.991 -2.465 4.577
H -2.430 -4.996 4.246
H -0.872 -5.146 3.351
H -2.669 -5.824 1.465
H -1.030 -5.054 1.198
H -2.500 -4.319 0.442
H 0.063 -3.116 1.351
C 5.233 1.630 -6.135
O 4.262 0.956 -5.354
C 4.765 -0.138 -4.600
C 5.415 0.258 -3.261
C 6.815 0.845 -3.414
N 4.581 1.207 -2.514
H 5.991 0.947 -6.528
H 5.703 2.426 -5.553
H 4.720 2.098 -6.977
H 3.894 -0.763 -4.378
H 5.440 -0.751 -5.210
H 5.512 -0.655 -2.663
H 6.801 1.870 -3.788
H 7.325 0.866 -2.448
H 7.421 0.241 -4.095
H 3.679 0.774 -2.336
H 4.358 1.974 -3.147

---

(2)
The molecule C2H5N3OS in a non-equilibrium geometry. Source: the OMol25 dataset; level of theory: ωB97M-V/def2-TZVPD.

The calculation puts the highest occupied orbital energy at -0.324 Eh. Its spin multiplicity is 1. Its SMILES is [H]/N=C(/N)OC(N)=S. The value obtained for the total energy is -716.9116 hartree. As for the relative energy (zero: lowest compared OMol25 entry of this formula, charge and spin): 18.3 kcal per mole.

Atoms and positions in Å:
H 0.799 -1.071 -1.804
N 1.372 -1.514 -1.085
C 1.317 -0.875 -0.007
N 1.898 -1.191 1.179
O 0.555 0.282 0.228
C -0.781 0.420 -0.074
N -1.367 -0.727 -0.488
S -1.456 1.883 0.079
H 1.991 -0.439 1.853
H 2.707 -1.808 1.126
H -2.354 -0.755 -0.331
H -0.844 -1.559 -0.696

---

(3)
The molecule C20H19F3N4O2 in a non-equilibrium geometry. Source: the OMol25 dataset; level of theory: ωB97M-V/def2-TZVPD.

The calculation puts the highest occupied orbital energy at -0.289 Eh. Its spin multiplicity is 1. Its SMILES is CN(c1ncc(C(F)(F)F)cn1)[C@@H]1CCc2c(CC(=O)O)c3ccccc3n2C1. The value obtained for the total energy is -1442.5829 hartree. As for the relative energy (zero: lowest compared OMol25 entry of this formula, charge and spin): 41.6 kcal per mole.

Atoms and positions in Å:
C -2.956 -1.097 0.986
N -1.503 -1.094 1.482
C -1.146 -2.010 2.479
N -2.234 -2.458 3.195
C -2.075 -3.526 3.958
C -0.808 -4.132 4.090
C -0.675 -5.331 4.925
F 0.601 -5.253 5.513
F -1.376 -5.070 6.030
F -1.027 -6.474 4.158
C 0.261 -3.602 3.443
N 0.076 -2.526 2.625
C -0.444 -0.275 0.867
C -0.721 1.159 1.057
C 0.436 2.033 0.757
C 0.610 1.765 -0.698
C 1.162 2.627 -1.560
C 1.781 3.959 -1.390
C 1.148 5.033 -2.237
O -0.065 5.173 -2.466
O 2.069 5.864 -2.838
C 1.223 1.857 -2.842
C 1.612 2.168 -4.123
C 1.615 1.142 -5.105
C 1.605 -0.223 -4.694
C 1.083 -0.618 -3.422
C 0.886 0.554 -2.568
N 0.389 0.527 -1.270
C -0.474 -0.432 -0.626
H -3.091 -0.249 0.341
H -3.584 -1.102 1.805
H -3.210 -2.049 0.523
H -2.816 -3.855 4.617
H 1.267 -4.100 3.407
H 0.505 -0.482 1.330
H -1.572 1.492 0.425
H -1.184 1.381 2.022
H 1.269 1.697 1.359
H 0.191 3.006 0.978
H 1.780 4.289 -0.404
H 2.818 3.802 -1.709
H 1.665 6.163 -3.644
H 1.913 3.198 -4.279
H 1.900 1.256 -6.119
H 1.994 -0.924 -5.442
H 0.822 -1.608 -3.125
H -1.460 -0.188 -0.896
H -0.257 -1.463 -0.916

---

(4)
A structure of composition C22H31IrNOP2 in a non-equilibrium geometry. Source: the OMol25 dataset; level of theory: ωB97M-V/def2-TZVPD.

The calculation puts the highest occupied orbital energy (alpha / beta) at -0.294 / -0.401 Eh. Its spin multiplicity is 5. The expectation value of S² is 6.0432. The value obtained for the total energy is -1773.6273 hartree. The total charge is +1.

Atoms and positions in Å:
C -1.454 3.292 -3.736
C -1.211 1.955 -3.477
C 0.077 1.407 -3.785
C 1.146 2.259 -4.237
C 0.849 3.628 -4.463
C -0.424 4.115 -4.226
C 2.413 1.681 -4.373
C 2.642 0.328 -4.106
C 1.517 -0.450 -3.657
C 1.676 -1.817 -3.262
C 2.922 -2.407 -3.387
C 4.025 -1.662 -3.851
C 3.902 -0.325 -4.199
H -2.443 3.704 -3.517
H 1.648 4.271 -4.829
H -0.635 5.167 -4.399
H 3.240 2.299 -4.711
H 3.037 -3.456 -3.102
H 4.995 -2.150 -3.926
H 4.760 0.254 -4.545
N 0.294 0.104 -3.510
Ir -0.462 -0.134 0.035
C -2.228 1.011 -2.863
H -2.086 -0.008 -3.237
H -3.256 1.319 -3.094
C 0.440 -2.500 -2.712
H -0.439 -2.149 -3.266
H 0.530 -3.589 -2.812
P -2.072 0.860 -1.014
P 0.064 -2.105 -0.927
C 1.399 -3.021 -0.093
H 1.228 -2.979 0.989
H 1.403 -4.069 -0.426
H 2.364 -2.559 -0.331
C -1.403 -3.155 -0.644
H -1.176 -4.193 -0.918
H -1.653 -3.099 0.422
H -2.250 -2.799 -1.242
C -2.398 2.554 -0.408
H -3.337 2.957 -0.811
H -2.463 2.530 0.688
H -1.575 3.210 -0.715
C -3.547 -0.091 -0.515
H -3.534 -0.178 0.579
H -4.459 0.431 -0.830
H -3.526 -1.088 -0.971
H 0.972 0.497 -0.466
H 0.069 1.340 -0.431
C -1.023 0.590 3.834
C 0.012 -0.252 3.184
C 1.112 -0.754 4.057
O -0.009 -0.607 1.983
H -0.874 0.546 4.923
H -2.038 0.252 3.591
H -0.936 1.637 3.498
H 1.254 -1.833 3.946
H 2.058 -0.257 3.806
H 0.857 -0.522 5.096

---

(5)
A structure of composition C28H49BF2N6O3S3V. Source: the OMol25 dataset; level of theory: ωB97M-V/def2-TZVPD.

The calculation puts the highest occupied orbital energy (alpha / beta) at -0.375 / -0.378 Eh. Its spin multiplicity is 3. The expectation value of S² is 2.0328. The value obtained for the total energy is -4013.7064 hartree. As for the relative energy (zero: lowest compared OMol25 entry of this formula, charge and spin): 1.6 kcal per mole. The total charge is +1.

Atoms and positions in Å:
V -0.592 -0.090 1.190
C 3.209 0.566 3.521
O 2.128 -0.246 3.106
C 1.873 -1.312 3.983
C 0.713 -2.099 3.428
O -0.396 -1.263 3.072
C -0.995 -0.552 4.160
C -0.549 0.895 4.140
O -0.433 1.321 2.779
C -0.244 2.735 2.667
H 4.149 0.006 3.516
H 3.278 1.393 2.819
H 3.037 0.957 4.531
H 2.737 -1.986 4.064
H 1.657 -0.937 4.995
H 0.981 -2.619 2.514
H 0.371 -2.830 4.166
H -2.072 -0.638 4.032
H -0.712 -1.014 5.108
H -1.305 1.509 4.637
H 0.418 1.052 4.625
H -1.159 3.251 2.956
H 0.583 3.029 3.318
H 0.004 2.959 1.635
C -3.801 3.527 -1.796
C -4.444 2.190 -1.442
C -5.752 2.053 -2.217
C -4.742 2.081 0.045
N -3.504 1.091 -1.871
C -3.782 0.190 -2.888
C -2.637 -0.452 -3.177
N -1.649 0.044 -2.354
B -0.163 -0.203 -2.757
N 0.787 0.956 -2.361
C 0.996 2.020 -3.212
C 1.976 2.780 -2.693
N 2.395 2.165 -1.523
C 1.629 1.067 -1.324
S 1.635 0.054 0.075
C 3.494 2.706 -0.655
C 2.836 3.360 0.556
C 4.465 1.602 -0.239
C 4.286 3.737 -1.458
N 0.407 -1.591 -2.352
C 1.345 -2.170 -3.183
C 1.632 -3.391 -2.702
N 0.863 -3.570 -1.562
C 0.139 -2.446 -1.351
S -0.983 -2.199 -0.055
C 0.784 -4.865 -0.799
C -0.618 -5.444 -0.953
C 1.796 -5.848 -1.386
C 1.131 -4.622 0.664
C -2.197 0.960 -1.539
S -1.349 1.760 -0.253
H -4.505 4.327 -1.568
H -3.567 3.569 -2.861
H -2.889 3.701 -1.227
H -6.410 2.856 -1.887
H -6.259 1.110 -2.012
H -5.614 2.163 -3.293
H -5.421 2.891 0.316
H -3.844 2.165 0.649
H -5.232 1.135 0.277
H -4.757 0.083 -3.319
H -2.433 -1.208 -3.912
H -0.174 -0.198 -3.964
H 0.426 2.140 -4.115
H 2.420 3.682 -3.064
H 2.232 2.625 1.089
H 2.194 4.188 0.252
H 3.599 3.745 1.235
H 4.014 0.856 0.406
H 5.292 2.074 0.293
H 4.873 1.094 -1.115
H 3.732 4.662 -1.619
H 4.602 3.338 -2.422
H 5.180 3.991 -0.892
H 1.715 -1.662 -4.054
H 2.299 -4.137 -3.080
H -0.853 -5.595 -2.007
H -1.372 -4.795 -0.512
H -0.657 -6.411 -0.450
H 1.575 -6.102 -2.422
H 1.733 -6.766 -0.805
H 2.819 -5.479 -1.315
H 0.333 -4.082 1.167
H 2.062 -4.058 0.753
H 1.263 -5.588 1.152
F -3.097 0.515 2.284
C -2.646 -0.449 1.365
F -2.989 -1.640 1.977
H -3.299 -0.371 0.496

---

(6)
A structure of composition C20H12Cl5N3OPd in a non-equilibrium geometry. Source: the OMol25 dataset; level of theory: ωB97M-V/def2-TZVPD.

The calculation puts the highest occupied orbital energy at 0.046 Eh. Its spin multiplicity is 1. The value obtained for the total energy is -3437.6191 hartree. As for the relative energy (zero: lowest compared OMol25 entry of this formula, charge and spin): 18.1 kcal per mole. The total charge is -2.

Atoms and positions in Å:
Pd -0.039 -0.003 -0.035
C -1.129 4.022 -0.246
C -1.121 2.518 -0.252
N 0.060 1.854 -0.326
N 1.260 2.379 -0.398
C 2.235 1.481 -0.332
O 2.007 0.177 -0.252
C 3.594 1.942 -0.300
C 3.923 3.314 -0.267
C 5.220 3.728 -0.095
C 6.261 2.807 0.029
C 5.956 1.449 -0.039
C 4.662 1.022 -0.206
C -2.251 1.724 -0.177
C -3.598 2.197 -0.090
C -4.643 1.332 -0.077
C -4.391 -0.068 -0.142
C -3.085 -0.490 -0.163
N -2.037 0.322 -0.187
H -0.095 4.361 -0.262
H -1.613 4.409 0.651
H -1.650 4.423 -1.119
H 3.118 4.027 -0.356
H 5.440 4.789 -0.039
H 7.282 3.137 0.181
H 6.750 0.714 0.054
H 4.424 -0.032 -0.252
H -3.768 3.262 -0.008
H -5.666 1.685 0.007
H -5.204 -0.779 -0.146
H -2.866 -1.557 -0.169
Cl -0.188 1.741 4.222
C -0.113 0.052 3.827
C -0.147 -0.311 2.481
C -0.088 -1.700 2.286
Cl -0.093 -2.239 0.634
C -0.015 -2.642 3.308
Cl 0.028 -4.345 2.974
C 0.020 -2.205 4.626
Cl 0.113 -3.347 5.921
C -0.022 -0.844 4.891
Cl 0.029 -0.309 6.543

---

(7)
The molecule C4H5NO in a non-equilibrium geometry. Source: the OMol25 dataset; level of theory: ωB97M-V/def2-TZVPD.

The calculation puts the highest occupied orbital energy at -0.387 Eh. Its spin multiplicity is 1. Its SMILES is C[C@@]1(C#N)CO1. The value obtained for the total energy is -285.3101 hartree. As for the relative energy (zero: lowest compared OMol25 entry of this formula, charge and spin): 65.6 kcal per mole.

Atoms and positions in Å:
C -1.394 -0.353 0.077
C 0.026 0.281 -0.107
C 0.508 1.661 -0.333
N 1.092 2.621 -0.625
C 1.153 -0.565 0.291
O 1.074 -0.205 -1.061
H -1.991 -0.432 -0.834
H -1.296 -1.377 0.480
H -2.017 0.172 0.818
H 1.894 -0.176 0.981
H 0.951 -1.628 0.313

---

(8)
A cluster of 11 separate species, C33H67Cl2N2O18 in total in a non-equilibrium geometry. Source: the OMol25 dataset; level of theory: ωB97M-V/def2-TZVPD.

The calculation puts the highest occupied orbital energy at -0.092 Eh. Its spin multiplicity is 1. The value obtained for the total energy is -3681.4805 hartree. The total charge is -1.

Atoms and positions in Å:
C -1.792 1.913 -1.101
C -0.545 1.086 -0.646
N -0.954 -0.079 0.204
C -1.139 -0.022 1.608
C -1.399 -1.298 2.068
N -1.266 -2.170 0.983
C -1.070 -1.408 -0.137
C -1.401 -3.629 0.911
H -2.194 2.353 -0.189
H -2.411 1.150 -1.574
H -1.594 2.632 -1.896
H 0.103 1.517 0.117
H 0.141 0.662 -1.379
H -1.106 0.970 2.035
H -1.714 -1.722 3.010
H -1.094 -1.703 -1.176
H -1.613 -3.941 -0.111
H -2.318 -3.888 1.440
H -0.546 -4.059 1.433
C 1.453 -2.446 4.003
C 1.281 -3.576 4.737
C 1.291 -3.437 6.251
O 1.322 -4.456 7.047
C 1.454 -2.214 6.879
C 1.282 -1.033 6.128
C 1.617 -1.123 4.593
O 1.886 -0.025 3.964
O 1.121 0.048 6.648
O 1.317 -4.699 4.073
H 1.526 -2.542 2.930
H 1.731 -2.186 7.923
C 1.960 5.356 -2.420
C 2.195 3.829 -2.211
C 2.324 3.751 -0.661
O 2.378 5.092 -0.214
C 2.724 5.955 -1.192
H 0.914 5.472 -2.703
H 2.396 5.813 -3.308
H 3.094 3.470 -2.711
H 1.326 3.260 -2.541
H 3.243 3.225 -0.400
H 1.519 3.235 -0.138
H 3.804 6.078 -1.264
H 2.441 6.991 -1.007
C -2.905 4.266 -4.009
C -3.351 5.188 -2.909
C -2.539 6.404 -3.012
O -1.972 6.350 -4.257
C -1.732 5.019 -4.577
H -3.572 3.959 -4.815
H -2.470 3.305 -3.733
H -3.140 4.736 -1.940
H -4.365 5.462 -3.201
H -1.760 6.322 -2.254
H -3.034 7.375 -2.995
H -0.774 4.695 -4.170
H -1.738 4.974 -5.666
C 2.123 -1.573 -4.555
C 3.287 -2.431 -4.092
O 4.575 -2.068 -4.703
O 1.517 -0.753 -3.527
H 1.380 -2.150 -5.106
H 2.499 -0.897 -5.323
H 3.027 -3.451 -4.375
H 3.336 -2.431 -3.003
H 5.143 -2.839 -4.632
H 2.120 -0.066 -3.234
C 2.341 -3.531 -0.154
C 2.636 -4.763 0.725
O 2.991 -6.037 0.061
O 1.223 -3.678 -1.050
H 3.220 -3.243 -0.730
H 2.152 -2.711 0.539
H 1.865 -4.951 1.472
H 3.455 -4.575 1.419
H 2.226 -6.616 0.033
H 1.477 -4.431 -1.590
C 0.340 5.403 3.100
C -0.628 4.625 2.192
O -0.544 5.019 0.800
O 1.675 5.101 2.775
H 0.169 5.275 4.168
H 0.221 6.459 2.856
H -1.610 4.813 2.627
H -0.361 3.570 2.257
H -0.606 5.958 0.611
H 1.834 5.191 1.833
C -0.810 -4.291 -3.531
C -2.230 -3.906 -3.518
O -2.765 -3.085 -2.544
O -0.229 -5.090 -4.554
H -0.713 -4.877 -2.617
H -0.217 -3.386 -3.401
H -2.796 -4.825 -3.671
H -2.513 -3.294 -4.375
H -3.382 -3.657 -2.081
H 0.344 -5.752 -4.161
C 3.834 0.363 0.516
C 3.703 -0.181 -0.964
O 3.722 0.834 -1.982
O 2.546 0.856 0.908
H 4.687 0.983 0.792
H 3.945 -0.597 1.020
H 2.793 -0.748 -1.158
H 4.592 -0.764 -1.201
H 4.639 1.081 -2.122
H 2.280 0.570 1.784
C -3.649 -4.195 5.402
C -4.247 -4.251 4.019
O -5.652 -3.948 4.014
O -2.296 -4.532 5.570
H -4.265 -4.933 5.914
H -3.992 -3.229 5.774
H -4.164 -5.261 3.618
H -3.687 -3.546 3.405
H -5.943 -4.173 3.127
H -1.984 -3.970 6.284
C -5.023 0.791 1.278
Cl -4.851 -0.884 1.751
Cl -5.235 0.784 -0.497
H -5.769 1.315 1.876
H -4.088 1.321 1.460

---

(9)
A cluster of 2 separate species, C5H9N in total. Source: the OMol25 dataset; level of theory: ωB97M-V/def2-TZVPD.

The calculation puts the highest occupied orbital energy at -0.336 Eh. Its spin multiplicity is 1. Its SMILES is C=C=N.C=CC. The value obtained for the total energy is -250.5892 hartree. As for the relative energy (zero: lowest compared OMol25 entry of this formula, charge and spin): 48.8 kcal per mole.

Atoms and positions in Å:
C -0.510 -1.744 1.518
C -1.224 -1.457 0.455
N -1.903 -1.206 -0.534
H -0.907 -1.548 2.506
H 0.474 -2.185 1.414
H -1.721 -0.249 -0.858
C -0.527 1.661 -0.646
C 0.485 1.094 0.010
C 1.579 0.305 -0.648
H -0.607 1.581 -1.730
H -1.296 2.234 -0.135
H 0.547 1.204 1.093
H 1.763 -0.637 -0.121
H 2.518 0.871 -0.636
H 1.331 0.076 -1.689